Computed, not measured: 2 unconnected molecules or ions with the total composition C5H13N2 at a distorted geometry, with ωB97M-V with the def2-TZVPD basis set.

The calculation puts the HOMO energy at -13.41 eV. As for the total charge: +1. The value obtained for the energy above the lowest of the compared OMol25 structures with the same formula, charge and spin is 304.6 kJ/mol. The calculation puts the energy at -307.505602 a.u.

Each line ends with the Löwdin charge.
Atoms and positions in Å:
C -2.2133 0.4305 -1.5368  -0.129
C -1.3545 0.7967 -0.3643  -0.322
C -1.4399 -0.6318 -0.8735  -0.171
C -0.0155 1.4367 -0.6375  -0.100
C 1.3525 -1.2309 1.3266  -0.156
N 2.3506 -1.1428 0.4940  0.205
N 1.2159 -0.3807 2.3503  0.209
H -3.2346 0.5583 -1.4682  0.078
H -2.0217 0.6749 -2.6415  0.146
H -1.8027 1.0423 0.5393  0.107
H -0.4538 -1.1083 -1.2213  0.114
H 0.6520 0.9610 -1.4062  0.092
H 0.7013 1.7135 0.2363  0.090
H -0.0876 2.3047 -1.1266  0.018
H 0.7643 -2.0762 1.1174  0.148
H 2.7277 -1.8508 -0.0830  0.133
H 2.7372 -0.2188 0.3143  0.144
H 0.2634 -0.2985 2.7196  0.151
H 1.8681 0.3736 2.5017  0.139
H -2.0093 -1.3536 -0.2408  0.104

Computed, not measured: 2 unconnected molecules or ions with the total composition C10H12NO3P at a distorted geometry, with ωB97M-V with the def2-TZVPD basis set.

The calculation puts the HOMO energy at -8.23 eV. As for the total charge: 0. The value obtained for the energy above the lowest of the compared OMol25 structures with the same formula, charge and spin is 346.4 kJ/mol. The calculation puts the energy at -1009.899466 a.u.

Each line ends with the Löwdin charge.
Atoms and positions in Å:
C -0.5857 -0.4188 -2.3000  -0.073
C -1.4849 -1.3692 -2.8373  0.023
C -1.2638 -0.8411 0.0074  0.031
C -0.3992 -0.2695 -0.9613  -0.205
C -2.2532 -1.9888 -1.8638  -0.158
C -2.1812 -1.6835 -0.4661  -0.175
C 0.6389 0.7497 -0.3985  -0.259
C -3.9232 -3.0944 -0.8321  -0.160
C 2.9052 1.5554 2.4905  -0.366
C 2.0796 2.3118 1.4867  -0.421
N 0.7362 0.8171 0.8160  0.108
O -3.3647 -2.7867 -2.0499  0.020
O -3.1673 -2.4323 0.2105  0.010
O 2.1652 1.1672 3.6167  -0.104
P 2.9219 3.0010 0.0531  0.841
H 0.1835 -0.0742 -3.0123  0.118
H -1.5939 -1.3091 -3.8712  0.095
H -1.0310 -0.5594 1.0504  0.123
H 1.1315 1.2782 -1.2839  0.090
H -4.8808 -2.6315 -0.7621  0.131
H -3.8029 -4.1733 -0.6876  0.144
H 3.2139 0.5888 2.0775  0.112
H 3.7969 2.1046 2.9725  0.149
H 1.3442 2.9511 1.8596  0.051
H 1.3033 0.7739 3.3316  0.094
H 4.1096 2.4271 0.4054  -0.115
H 3.4018 3.9059 0.9480  -0.103

Computed, not measured: 4 unconnected molecules or ions with the total composition C29H50IN5O3S at a distorted geometry, with ωB97M-V with the def2-TZVPD basis set.

The calculation puts the HOMO energy at -8.44 eV. As for the total charge: 0. The calculation puts the energy at -2330.304904 a.u.

Each line ends with the Löwdin charge.
Atoms and positions in Å:
C -1.1243 0.8210 -1.0258  -0.114
C -1.5899 0.3978 -2.4057  -0.250
C -0.4496 0.2316 -3.4225  -0.205
C -0.3391 -1.1809 -3.9861  -0.200
C 0.2187 -2.2566 -3.0243  -0.172
C 1.5678 -1.8776 -2.3917  -0.167
N 2.4941 -2.9705 -2.1095  -0.138
C 3.2306 -3.4446 -3.2788  -0.191
C 2.5325 -3.3726 -4.6154  -0.195
O 2.6302 -4.2896 -5.4731  0.026
C 2.1922 -3.9764 -1.1475  -0.737
O 1.4888 -5.0655 -1.6810  -0.056
I 4.1370 -4.8894 -0.5163  0.942
C 1.5087 -3.4903 0.1401  -0.362
C 0.9009 -4.6749 0.9063  -0.144
C -0.5428 -5.0184 0.5165  -0.245
C -1.5896 -4.3628 1.4248  -0.553
S -2.1769 -2.7436 0.8727  0.694
O 2.4518 -2.7884 0.9346  -0.185
C 1.9752 -1.7323 1.7635  -0.202
C 2.4854 -0.3752 1.3229  -0.179
C 2.0215 0.7516 2.2371  -0.203
C 2.6385 2.0923 1.8562  -0.291
N 3.8800 2.3462 2.6012  0.008
H -0.4863 1.7028 -1.1086  0.063
H -1.9628 1.0644 -0.3755  0.072
H -0.5498 0.0239 -0.5564  0.050
H -2.2847 1.1523 -2.7766  0.103
H -2.1482 -0.5352 -2.3256  0.092
H -0.6210 0.9120 -4.2584  0.109
H 0.4939 0.5405 -2.9750  0.101
H -1.3364 -1.5045 -4.2938  0.114
H 0.2715 -1.1847 -4.8936  0.100
H 0.3604 -3.1637 -3.6211  0.096
H -0.5292 -2.4856 -2.2657  0.100
H 2.0805 -1.2044 -3.0835  0.129
H 1.4248 -1.2890 -1.4928  0.097
H 3.5304 -4.4827 -3.1527  0.062
H 4.1562 -2.8672 -3.3901  0.138
H 1.9648 -2.4601 -4.8533  0.100
H 1.1808 -4.8358 -2.5556  0.093
H 0.6970 -2.8097 -0.1124  0.116
H 0.9183 -4.3616 1.9519  0.118
H 1.5517 -5.5397 0.8136  0.083
H -0.7175 -4.6807 -0.5074  0.087
H -0.6992 -6.0945 0.5224  0.112
H -2.4543 -5.0086 1.5631  0.066
H -1.1812 -4.1504 2.4132  0.062
H -2.8919 -3.1580 -0.1748  -0.141
H 2.3419 -1.9320 2.7728  0.130
H 0.8822 -1.7485 1.8152  0.117
H 3.5775 -0.4189 1.3121  0.129
H 2.1789 -0.1778 0.2962  0.099
H 2.2996 0.5115 3.2652  0.113
H 0.9376 0.8392 2.1781  0.106
H 2.8543 2.1344 0.7896  0.111
H 1.9034 2.8833 2.0491  0.075
H 4.3999 3.0790 2.1404  0.059
H 3.6263 2.7264 3.5029  0.043
C 1.5577 4.1372 5.1601  -0.116
C 2.1731 5.3500 5.5764  -0.103
C 1.4787 6.3778 4.9959  -0.134
N 0.4712 5.8304 4.2479  0.002
C 0.5085 4.4666 4.3458  -0.155
H 1.8508 3.1348 5.4252  0.093
H 3.0303 5.4537 6.2189  0.092
H 1.6192 7.4431 5.0448  0.107
H -0.1957 6.3494 3.7078  0.143
H -0.2061 3.8492 3.8297  0.097
C -0.5548 5.2695 -1.2726  -0.105
C -1.3218 4.3560 -0.4982  -0.120
C -0.7499 4.2957 0.7443  -0.150
N 0.3271 5.1392 0.7511  0.006
C 0.4560 5.7335 -0.4739  -0.136
H -0.7257 5.5511 -2.2974  0.090
H -2.1905 3.8052 -0.8177  0.091
H -1.0161 3.7235 1.6158  0.094
H 0.9388 5.2857 1.5337  0.121
H 1.2502 6.4315 -0.6725  0.105
C -6.7637 0.4650 -1.5088  -0.112
C -5.7724 -0.5477 -1.3862  -0.114
C -5.8077 -0.9994 -0.0941  -0.143
N -6.7796 -0.3002 0.5656  0.002
C -7.3665 0.5944 -0.2868  -0.143
H -7.0048 1.0316 -2.3917  0.088
H -5.1109 -0.9014 -2.1591  0.084
H -5.2262 -1.7526 0.4095  0.082
H -7.0214 -0.4219 1.5293  0.142
H -8.1587 1.2419 0.0453  0.104

Computed, not measured: C10H7Cl3O2 in the gas phase at a distorted geometry, with ωB97M-V with the def2-TZVPD basis set.

The calculation puts the HOMO energy at -8.37 eV. As for the total charge: 0. The value obtained for the energy above the lowest of the compared OMol25 structures with the same formula, charge and spin is 0.0 kJ/mol. The calculation puts the energy at -1916.300992 a.u.

Each line ends with the Löwdin charge.
Atoms and positions in Å:
O 2.7318 0.1656 0.0308  0.049
C 1.4503 0.5691 0.2070  -0.288
C 1.2389 1.8894 0.5845  0.002
C -0.0347 2.3680 0.8192  -0.003
C -1.1424 1.5389 0.6716  -0.326
O -2.4080 1.9594 0.9070  0.003
C -0.9116 0.2381 0.2555  -0.062
C 0.3459 -0.2790 0.0169  -0.168
C 0.5589 -1.6939 -0.4139  -0.551
Cl 1.4052 -2.5948 0.9473  0.647
C -0.6531 -2.4862 -0.7399  -0.123
C -1.9082 -2.1031 -0.5588  -0.194
C -2.3228 -0.7959 -0.0184  -1.080
Cl -3.1553 -0.9773 1.5281  0.669
Cl -3.3571 0.0414 -1.1849  0.671
H 2.7942 -0.7983 0.0714  0.051
H 2.1038 2.5215 0.7132  0.122
H -0.1672 3.3951 1.1261  0.117
H -2.4128 2.8947 1.1451  0.117
H 1.2618 -1.7440 -1.2537  0.121
H -0.4535 -3.4739 -1.1333  0.113
H -2.7179 -2.7653 -0.8338  0.110

Computed, not measured: C4H5NO2 in the gas phase, with ωB97M-V with the def2-TZVPD basis set.

The calculation puts the HOMO energy at -9.92 eV. As for the total charge: 0. The value obtained for the energy above the lowest of the compared OMol25 structures with the same formula, charge and spin is 419.7 kJ/mol. The calculation puts the energy at -360.509557 a.u.

Each line ends with the Löwdin charge.
Atoms and positions in Å:
O 0.3006 -1.1474 -2.2694  0.075
C -0.7327 -0.7681 -1.7913  -0.230
C -0.8808 -0.0923 -0.4549  -0.112
C -0.4425 -0.3984 1.0627  0.015
C 0.2983 0.4572 0.1900  -0.328
N 1.4236 1.0095 0.0770  0.080
O 2.0793 0.7751 1.3090  -0.068
H -1.6634 -0.7728 -2.3985  0.121
H -1.8016 0.4812 -0.4319  0.128
H 0.0349 -1.2980 1.4438  0.117
H -1.0940 0.1225 1.7666  0.115
H 2.4784 1.6316 1.4969  0.086

Computed, not measured: 2 unconnected molecules or ions with the total composition C2H4O3 at a distorted geometry, with ωB97M-V with the def2-TZVPD basis set.

The calculation puts the HOMO energy (spin up / spin down) at -7.81 / -10.66 eV. The multiplicity is 3. As for the total charge: 0. The value obtained for the energy above the lowest of the compared OMol25 structures with the same formula, charge and spin is 204.1 kJ/mol. Its expectation value of S² is 2.0061. The calculation puts the energy at -304.003010 a.u.

Each line ends with the Mulliken spin population.
Atoms and positions in Å:
C 0.2172 0.3938 -0.7279  0.845
C -0.2555 -1.0999 1.3484  0.958
O 1.4971 0.3522 -1.0552  0.075
O 1.0168 1.4419 -0.3643  0.015
O -0.8763 0.6167 -1.5088  0.019
H -1.3026 -0.7498 1.1828  0.018
H 0.3665 -0.2871 1.9166  0.003
H 0.0336 -2.0696 1.1953  0.032
H -0.6968 1.4019 -1.9868  0.036